Formula: C29H38Cl2N4P2Zn
Source: the OMol25 dataset
Level of theory: ωB97M-V/def2-TZVPD

Last column: Löwdin charge in e.
Cartesian coordinates (Å):
Zn -0.36 0.00 0.10  0.466
C -2.41 3.17 -0.74  -0.115
C -1.00 3.77 -0.59  -0.526
C -0.68 4.83 -1.64  -0.120
P 0.26 2.38 -0.47  1.100
C 1.70 2.75 -1.66  -0.508
C 1.38 1.84 -2.86  -0.160
C 3.09 2.63 -1.03  -0.090
C 0.98 2.57 1.19  -0.316
C 1.20 3.80 1.81  -0.098
C 1.83 3.92 3.02  -0.082
C 2.23 2.76 3.69  -0.067
C 2.00 1.53 3.10  -0.030
C 1.45 1.37 1.80  -0.301
N 1.29 0.17 1.13  -0.097
C 2.24 -0.76 0.84  -0.318
C 3.54 -0.71 1.40  -0.030
C 4.57 -1.54 0.99  -0.093
C 4.31 -2.53 0.08  -0.078
C 2.96 -2.69 -0.42  -0.106
C 1.95 -1.85 0.00  -0.328
P 0.22 -2.20 -0.58  1.074
C -0.38 -3.79 0.22  -0.500
C -1.45 -3.31 1.25  -0.142
C 0.71 -4.60 0.96  -0.109
C 0.14 -2.80 -2.38  -0.568
C -1.26 -2.72 -2.94  -0.130
C 1.20 -2.21 -3.27  -0.127
H -3.16 3.91 -0.61  0.066
H -2.55 2.33 -0.03  0.035
H -2.51 2.82 -1.77  0.078
H -0.93 4.28 0.37  0.084
H -0.78 4.42 -2.66  0.084
H 0.33 5.32 -1.48  0.091
H -1.35 5.65 -1.50  0.069
H 1.62 3.77 -2.04  0.081
H 1.47 0.78 -2.58  0.035
H 2.15 1.96 -3.72  0.104
H 0.42 1.93 -3.40  0.075
H 3.32 1.72 -0.49  0.064
H 3.19 3.51 -0.38  0.075
H 3.88 2.77 -1.84  0.101
H 0.80 4.68 1.31  0.102
H 2.13 4.88 3.39  0.097
H 2.64 2.88 4.68  0.104
H 2.37 0.67 3.65  0.113
H 3.85 0.14 2.01  0.104
H 5.53 -1.42 1.41  0.098
H 5.07 -3.17 -0.29  0.084
H 2.79 -3.47 -1.10  0.087
H -0.92 -4.39 -0.54  0.107
H -1.10 -2.53 1.91  0.058
H -1.69 -4.18 1.86  0.071
H -2.39 -3.04 0.74  0.064
H 1.34 -3.98 1.62  0.086
H 1.40 -5.12 0.26  0.071
H 0.29 -5.48 1.48  0.086
H 0.39 -3.90 -2.28  0.112
H -1.64 -1.67 -2.82  0.083
H -2.02 -3.34 -2.39  0.084
H -1.29 -3.00 -3.98  0.075
H 0.77 -1.33 -3.83  0.090
H 1.53 -2.96 -4.06  0.107
H 2.07 -1.87 -2.74  0.039
N -1.91 0.18 1.38  0.114
C -2.84 0.58 1.95  -0.178
C -3.82 1.16 2.74  -0.273
C -3.74 2.58 2.71  -0.244
N -3.55 3.71 2.60  0.131
C -4.77 0.46 3.51  -0.241
N -5.59 -0.10 4.14  0.121
Cl -5.83 -2.67 1.25  0.457
C -6.41 -3.67 -0.15  -0.962
Cl -8.21 -3.81 -0.21  0.475
H -5.94 -4.66 -0.09  0.031
H -6.08 -3.12 -1.01  0.001

Its relative energy (zero: lowest compared OMol25 entry of this formula, charge and spin) is 26.3 kcal per mole. For the strongest force on any atom, the calculation gives 3.2 eV/A. The calculated total energy comes out at -4729.2531 a.u. Its LUMO energy is 0.060 eV. As for the net charge: 0.

Formula: C29H38ClCsIN4O4PS3
Source: the OMol25 dataset
Level of theory: ωB97M-V/def2-TZVPD

Last column: Löwdin charge in e.
Cartesian coordinates (Å):
Cs -0.57 0.29 -1.06  0.959
C 0.08 1.34 -5.25  -0.029
C -0.31 -0.10 -5.16  -0.275
N -1.04 -0.63 -6.10  0.104
C -1.40 -1.93 -6.00  -0.130
C -1.00 -2.75 -4.98  -0.177
C -1.39 -4.20 -4.99  -0.216
O -0.30 -5.09 -5.23  -0.066
C -0.16 -2.22 -3.97  -0.097
C 0.31 -3.09 -2.88  -0.109
N 1.37 -3.05 -2.18  0.078
C 2.47 -2.24 -2.48  -0.370
C 3.05 -2.24 -3.75  -0.029
C 4.20 -1.52 -4.01  -0.088
C 4.80 -0.77 -3.01  -0.105
C 4.25 -0.78 -1.73  -0.158
C 3.11 -1.51 -1.48  -0.640
I 2.30 -1.50 0.45  0.956
C 0.15 -0.84 -3.99  -0.405
O 0.75 -0.24 -3.05  -0.448
H -0.10 1.70 -6.27  0.072
H 1.13 1.47 -4.98  0.077
H -0.50 1.94 -4.55  0.069
H -2.03 -2.32 -6.80  0.098
H -2.09 -4.37 -5.81  0.112
H -1.90 -4.47 -4.06  0.114
H 0.42 -4.85 -4.63  0.063
H -0.36 -3.91 -2.59  0.121
H 2.57 -2.81 -4.54  0.117
H 4.62 -1.53 -5.01  0.097
H 5.69 -0.19 -3.21  0.093
H 4.71 -0.20 -0.94  0.089
C -2.16 3.53 4.07  -0.146
N -0.91 4.07 3.58  -0.056
C -0.62 4.28 2.29  -0.973
N -1.60 3.97 1.40  0.102
S 0.85 4.94 1.79  0.472
H -2.13 3.53 5.16  0.038
H -2.30 2.49 3.76  0.014
H -2.99 4.14 3.72  0.080
H -0.12 4.09 4.20  0.103
H -2.23 3.22 1.65  0.082
H -1.35 4.03 0.43  0.064
C 1.31 -2.44 4.16  -0.085
C 0.79 -1.84 5.46  -0.472
C -0.70 -2.10 5.65  -0.100
O 1.16 -0.46 5.52  -0.340
P 0.25 0.83 5.13  -0.190
S -1.00 1.29 6.57  0.170
S -0.44 0.62 3.29  0.237
O 1.41 1.95 5.19  -0.350
C 2.75 1.93 4.66  -0.454
C 2.88 1.28 3.30  -0.099
C 3.69 1.32 5.69  -0.059
H 1.13 -3.52 4.14  0.079
H 2.38 -2.25 4.06  0.071
H 0.78 -1.98 3.32  0.019
H 1.32 -2.30 6.30  0.133
H -1.27 -1.71 4.81  0.050
H -1.06 -1.62 6.56  0.042
H -0.86 -3.18 5.73  0.076
H 2.99 2.99 4.56  0.134
H 2.62 0.23 3.34  0.031
H 3.92 1.37 2.97  0.081
H 2.23 1.76 2.57  0.051
H 3.49 0.25 5.79  0.069
H 3.54 1.79 6.66  0.079
H 4.72 1.46 5.38  0.074
Cl -5.57 -2.18 -1.70  0.540
C -4.78 -0.61 -1.87  -0.717
C -4.92 0.36 -0.88  -0.160
C -4.30 1.58 -1.00  -0.102
C -3.48 1.93 -2.13  -0.454
C -2.79 3.13 -2.22  -0.099
C -3.42 0.91 -3.15  -0.123
C -4.05 -0.32 -3.01  -0.162
H -5.53 0.14 0.00  0.092
H -4.44 2.32 -0.22  0.091
H -2.93 3.91 -1.49  0.002
H -2.26 3.39 -3.13  0.003
H -2.87 1.11 -4.05  0.090
H -3.96 -1.05 -3.80  0.093

Its relative energy (zero: lowest compared OMol25 entry of this formula, charge and spin) is 3.9 kcal per mole. For the strongest force on any atom, the calculation gives 2.3 eV/A. The calculated total energy comes out at -3961.9905 a.u. Its LUMO energy is 3.643 eV. As for the net charge: -2.

Formula: C29H38CsN10O2S2
Source: the OMol25 dataset
Level of theory: ωB97M-V/def2-TZVPD

Last column: Löwdin charge in e.
Cartesian coordinates (Å):
Cs -0.62 -1.87 -2.40  1.180
C 5.16 -1.71 -0.84  -0.065
N 4.09 -1.82 -1.83  -0.113
C 2.77 -1.86 -1.64  -0.175
N 2.14 -1.97 -2.79  -0.107
C 3.16 -1.98 -3.69  -0.209
N 4.36 -1.90 -3.14  0.124
C 5.33 -0.29 -0.35  -0.196
C 6.31 0.53 -0.89  -0.020
C 6.46 1.83 -0.45  -0.048
C 5.63 2.34 0.53  -0.005
C 4.63 1.53 1.07  -0.133
C 4.49 0.21 0.63  0.025
C 3.73 2.06 2.08  -0.282
N 3.76 3.21 2.67  0.122
N 2.68 3.25 3.52  0.123
C 2.05 2.12 3.39  -0.281
O 2.67 1.31 2.50  0.125
C 0.82 1.69 4.02  -0.128
C 0.13 2.52 4.90  -0.005
C -1.08 2.11 5.42  -0.050
C -1.62 0.89 5.06  -0.030
C -0.94 0.04 4.20  -0.194
C -1.54 -1.30 3.83  -0.067
N -1.06 -1.80 2.56  -0.138
C -1.07 -1.20 1.36  -0.162
N -0.53 -2.00 0.46  -0.060
C -0.21 -3.10 1.18  -0.223
N -0.52 -3.02 2.45  0.126
C 0.29 0.44 3.69  0.028
H 6.06 -2.06 -1.33  0.129
H 4.92 -2.38 -0.01  0.134
H 2.29 -1.81 -0.67  0.121
H 3.02 -2.07 -4.75  0.113
H 6.97 0.14 -1.66  0.120
H 7.24 2.46 -0.87  0.113
H 5.73 3.35 0.89  0.121
H 3.73 -0.42 1.08  0.121
H 0.56 3.49 5.15  0.122
H -1.62 2.76 6.10  0.113
H -2.58 0.58 5.46  0.118
H -2.63 -1.20 3.80  0.123
H -1.29 -2.06 4.57  0.140
H -1.45 -0.20 1.19  0.148
H 0.26 -3.98 0.75  0.114
H 0.84 -0.20 3.02  0.122
C -4.07 -3.09 1.18  -0.053
N -4.57 -2.92 -0.18  -0.219
C -4.75 -4.19 -0.87  -0.092
C -4.27 -1.80 -0.89  -0.779
S -3.77 -1.86 -2.48  0.564
N -4.39 -0.62 -0.21  -0.207
C -5.34 -0.47 0.88  -0.045
C -4.03 0.64 -0.85  -0.091
H -3.20 -3.76 1.18  0.092
H -4.84 -3.55 1.82  0.102
H -3.77 -2.14 1.61  0.055
H -5.30 -4.86 -0.21  0.094
H -3.79 -4.65 -1.13  0.088
H -5.32 -4.04 -1.78  0.071
H -5.91 -1.39 1.02  0.091
H -6.04 0.33 0.64  0.099
H -4.84 -0.21 1.82  0.088
H -3.10 0.53 -1.40  0.026
H -3.91 1.39 -0.08  0.094
H -4.81 0.96 -1.55  0.101
C -1.88 3.99 -3.67  -0.126
C -1.00 3.11 -2.81  -0.367
S -1.03 1.37 -3.37  0.872
O -0.48 0.57 -2.23  -0.911
C 0.33 1.45 -4.60  -0.357
C 1.70 1.62 -3.96  -0.122
H -1.83 5.02 -3.32  0.084
H -2.92 3.67 -3.64  0.076
H -1.56 3.99 -4.72  0.072
H -1.36 3.05 -1.78  0.090
H 0.04 3.44 -2.79  0.085
H 0.07 2.27 -5.28  0.090
H 0.25 0.52 -5.16  0.083
H 1.91 2.65 -3.71  0.075
H 2.48 1.27 -4.64  0.082
H 1.75 1.02 -3.05  0.057

Its relative energy (zero: lowest compared OMol25 entry of this formula, charge and spin) is 21.0 kcal per mole. For the strongest force on any atom, the calculation gives 2.6 eV/A. The calculated total energy comes out at -2642.2359 a.u. Its LUMO energy is -2.151 eV. As for the net charge: +1.